Computed, not measured: a molecular structure, C5H6Br2, with the ωB97M-V functional and the def2-TZVPD basis.

- energy above the lowest of the compared OMol25 structures with the same formula, charge and spin (kcal per mole) = 115.60
- E_HOMO (Eh) = -0.332
- LUMO level (eV) = -1.16
- max |F| (eV/A) = 4.5

Last column: Löwdin charge in e.
Atoms and positions in Å:
1 C -1.634 -0.285 0.202  -0.09
2 C -1.469 0.383 -1.191  -0.12
3 C 0.590 1.111 0.426  0.00
4 C -0.468 0.572 -0.128  -0.37
5 C 3.198 -1.341 0.371  -1.10
6 Br 3.089 -1.089 2.189  0.58
7 Br 1.741 -2.140 -0.431  0.60
8 H -2.380 0.166 0.785  0.08
9 H -1.523 -1.333 0.207  0.07
10 H -1.264 -0.281 -2.082  0.11
11 H -2.033 1.323 -1.630  0.13
12 H 1.181 1.995 -0.082  0.11
13 H 0.972 0.920 1.365  -0.01

---

Computed, not measured: 2 unconnected molecules or ions with the total composition C5H6Br2Cl2, with the ωB97M-V functional and the def2-TZVPD basis.

- energy above the lowest of the compared OMol25 structures with the same formula, charge and spin (kcal per mole) = 27.41
- E_HOMO (Eh) = -0.346
- LUMO level (eV) = 0.46
- max |F| (eV/A) = 3.4
- SMILES string = C[C@@]1(Cl)C(Cl)=C1Br.CBr

Last column: Löwdin charge in e.
Atoms and positions in Å:
1 C -0.144 -1.211 -0.455  -0.79
2 C 0.159 -1.138 1.000  -0.80
3 C 1.059 -0.601 0.252  -0.76
4 C -0.133 -2.448 -1.417  -0.08
5 C -0.483 3.018 0.913  -0.49
6 Cl -1.149 0.099 -1.081  0.62
7 Cl -0.367 -1.410 2.522  0.77
8 Br 0.728 3.081 -0.634  0.50
9 Br 2.778 0.039 0.174  0.77
10 H -0.005 -2.161 -2.487  0.07
11 H -1.153 -2.987 -1.358  0.10
12 H 0.740 -3.053 -1.080  0.08
13 H -1.418 2.724 0.541  -0.02
14 H -0.607 3.825 1.554  -0.01
15 H -0.004 2.223 1.555  0.03

---

Computed, not measured: 2 unconnected molecules or ions with the total composition C5H6Br2O, with the ωB97M-V functional and the def2-TZVPD basis.

- energy above the lowest of the compared OMol25 structures with the same formula, charge and spin (kcal per mole) = 56.92
- E_HOMO (spin up / spin down) (Eh) = -0.294 / -0.291
- LUMO level (spin up / spin down) (eV) = -0.83 / -0.90
- max |F| (eV/A) = 3.0

Last column: Löwdin charge in e.
Atoms and positions in Å:
1 C -0.084 1.860 1.378  0.10
2 C 0.311 0.750 1.028  -0.15
3 C 1.803 -0.270 -0.624  0.00
4 C -1.613 -0.033 -1.003  -0.97
5 C 0.665 -0.420 0.377  -0.37
6 O 0.446 -1.714 0.772  0.01
7 Br -2.381 1.633 -0.517  0.60
8 Br -2.500 -1.674 -0.091  0.45
9 H -0.467 2.701 1.873  0.03
10 H 1.697 -1.158 -1.161  0.07
11 H 1.736 0.639 -1.258  0.12
12 H 2.629 -0.341 0.053  0.09
13 H -1.822 -0.309 -2.088  -0.03
14 H -0.420 -1.663 1.262  0.05

---

Computed, not measured: a molecular structure, C5H6Br2O2, with the ωB97M-V functional and the def2-TZVPD basis.

- energy above the lowest of the compared OMol25 structures with the same formula, charge and spin (kcal per mole) = 0.00
- E_HOMO (Eh) = -0.363
- LUMO level (eV) = -0.27
- max |F| (eV/A) = 3.7

Last column: Löwdin charge in e.
Atoms and positions in Å:
1 C -0.614 1.183 0.815  -0.81
2 C -1.475 -0.610 -0.649  -0.77
3 C 0.791 -0.935 1.055  -0.08
4 C 1.004 0.527 -1.109  -0.09
5 C 0.163 0.194 0.115  -0.42
6 O -1.164 1.209 1.829  0.05
7 O -2.058 -0.079 -1.499  0.05
8 Br -1.104 2.808 -0.225  0.69
9 Br -1.694 -2.350 -0.087  0.88
10 H 0.757 -1.874 0.550  0.01
11 H 1.851 -0.813 1.308  0.09
12 H 0.118 -0.955 1.932  0.08
13 H 1.279 -0.534 -1.396  0.11
14 H 0.421 0.994 -1.996  0.10
15 H 1.725 1.234 -0.645  0.10